1.
Molecular formula: C20H58InN14O30
Method: DFT, the ωB97M-V functional and the def2-TZVPD basis

Structure (XYZ):
```
123
Properties=species:S:1:pos:R:3:forces:R:3
C -4.51997 -2.58936 -1.07141 0.8 0.0 0.0
C -3.05923 -2.25337 -1.60590 -1.1 0.2 0.0
C -2.58714 -0.86170 -1.03710 0.6 -0.4 0.1
O -1.21907 -0.86257 -0.66906 -0.8 0.2 -0.3
In -0.94761 -0.70751 1.42904 0.5 0.2 0.6
C -0.67944 -2.81661 2.19277 0.0 -0.3 1.0
C -1.93148 -3.50018 2.87022 0.5 0.4 -1.0
C -3.30050 -2.81124 2.62042 -0.5 -1.2 0.9
O -2.06596 -4.84950 2.32634 -0.2 0.1 0.2
H -5.17767 -2.97752 -1.87467 0.3 0.1 0.5
H -4.42702 -3.34189 -0.25239 -0.3 0.5 -0.6
H -4.97178 -1.67185 -0.63273 0.1 -0.6 -0.4
H -3.10439 -2.25310 -2.72198 0.2 0.1 0.7
H -2.36539 -3.06981 -1.31636 -0.2 0.7 0.0
H -2.79659 -0.06638 -1.80547 0.1 -0.5 0.4
H -3.20874 -0.59123 -0.14473 0.1 -0.2 -0.6
H -2.41815 -0.02469 2.18487 0.2 0.0 -0.4
H 0.51184 0.32227 1.68592 -0.2 -0.3 -0.2
H -0.29382 -3.46863 1.37397 -0.4 0.4 0.4
H 0.12374 -2.79571 2.97846 -0.4 0.1 -0.7
H -1.72571 -3.61903 3.95760 -0.4 0.3 -0.5
H -3.42837 -2.39200 1.60741 0.3 0.0 0.6
H -4.08191 -3.61224 2.72843 0.6 0.5 -0.1
H -3.53505 -2.07789 3.42427 0.4 -0.2 -0.9
H -1.16504 -5.17988 2.29014 0.1 0.0 -0.1
C -2.94456 1.01300 -5.08228 0.3 -0.1 0.0
N -4.23755 1.13281 -4.36273 0.1 -0.2 -0.1
O -4.93300 0.14448 -4.28779 -0.2 -0.1 0.0
O -4.50834 2.21940 -3.89905 -0.1 0.2 0.0
H -2.83819 -0.00663 -5.44015 -0.1 0.0 0.1
H -2.96591 1.71417 -5.91305 0.0 0.0 0.2
H -2.15182 1.25953 -4.37874 0.0 0.1 0.0
C 0.42607 2.69685 5.64454 0.5 0.0 0.1
N -0.31802 2.02281 4.55360 0.1 0.2 0.0
O -0.44167 2.62034 3.50789 -0.2 0.1 -0.1
O -0.75603 0.91684 4.78987 -0.1 -0.1 0.1
H 0.75181 3.67041 5.29415 -0.1 -0.1 0.0
H -0.25050 2.79659 6.48286 0.1 -0.1 0.0
H 1.28080 2.07482 5.89990 -0.2 0.0 -0.2
C 1.18858 -0.41677 -2.63789 -0.3 0.1 0.2
N 1.44608 0.25351 -3.93908 0.0 -0.2 0.4
O 0.58737 0.99062 -4.37339 0.0 0.1 -0.3
O 2.50644 0.01845 -4.48829 0.1 0.1 -0.2
H 0.21050 -0.11492 -2.26701 0.0 -0.2 0.1
H 1.21820 -1.48998 -2.81201 0.1 0.0 0.0
H 1.97207 -0.10682 -1.94943 0.0 -0.1 0.0
C 4.82068 -2.46898 -1.27191 0.0 -0.7 -0.1
N 3.54030 -2.37095 -0.53002 0.1 -0.3 0.0
O 2.85757 -3.36664 -0.44957 -0.2 -0.1 0.0
O 3.26803 -1.28946 -0.05545 -0.1 0.2 0.1
H 4.93289 -3.48539 -1.63826 -0.1 0.0 0.1
H 4.77374 -1.77184 -2.09140 0.0 -0.1 0.0
H 5.61960 -2.21607 -0.58220 0.0 0.2 -0.1
C -3.63793 3.94880 4.83103 0.4 -0.5 -0.2
N -3.00258 3.63267 6.13366 -0.1 0.0 -0.4
O -1.87301 4.04116 6.32287 -0.3 0.2 0.3
O -3.65119 2.98332 6.92314 0.0 0.0 0.2
H -2.94104 4.52872 4.23516 0.0 0.0 0.1
H -3.86899 3.00218 4.34552 0.0 0.0 0.1
H -4.52733 4.50724 5.03513 -0.2 -0.2 0.2
C -1.98261 -6.44608 -1.53171 -0.2 0.0 0.3
N -1.68456 -5.80236 -2.83622 -0.1 0.0 0.2
O -2.54188 -5.10068 -3.31795 -0.1 0.1 -0.3
O -0.59596 -6.02464 -3.32458 0.2 -0.1 -0.1
H -2.98122 -6.15571 -1.22084 0.1 0.1 -0.1
H -1.91743 -7.52190 -1.67578 0.1 0.1 0.0
H -1.23989 -6.09803 -0.81789 0.0 -0.1 0.0
C 6.19379 2.06678 -2.64421 -0.2 0.1 -0.3
N 6.36426 0.99768 -1.62880 -0.2 0.2 -0.3
O 5.69875 -0.00740 -1.75787 0.4 0.6 0.2
O 7.16340 1.20390 -0.73895 0.2 -0.1 0.0
H 5.45437 1.74122 -3.36997 0.0 -0.1 0.1
H 5.85874 2.96067 -2.12305 0.1 0.0 0.0
H 7.15981 2.22523 -3.11776 0.0 0.1 0.1
C -6.36300 7.85987 4.80567 -0.2 0.2 -0.1
N -5.36485 6.76137 4.82859 -0.4 0.1 -0.3
O -5.38483 5.96933 3.90539 0.0 0.5 -0.1
O -4.60104 6.73690 5.76780 0.1 0.0 0.0
H -6.97228 7.75466 3.91494 0.1 -0.1 0.1
H -6.97047 7.77098 5.70184 0.1 0.0 0.0
H -5.81341 8.79830 4.79221 0.0 -0.1 0.1
C -9.16484 4.23653 3.22737 -0.1 -0.2 -0.2
N -8.18746 4.41782 4.32912 0.0 -0.3 -0.1
O -7.57934 3.44590 4.70216 0.1 -0.1 0.1
O -8.06578 5.53893 4.77994 -0.2 0.2 0.1
H -9.16264 3.19287 2.92989 0.1 0.0 0.1
H -10.14119 4.53076 3.60452 0.1 0.1 0.0
H -8.85174 4.87457 2.40461 -0.1 0.1 0.1
C 3.14630 1.20398 9.07371 0.0 -0.1 0.3
N 3.00024 2.09792 7.89796 0.0 0.0 0.1
O 2.70796 3.25538 8.10591 0.0 0.2 0.0
O 3.18346 1.60256 6.80969 0.2 -0.1 -0.1
H 2.95408 1.77949 9.97364 0.0 0.0 -0.1
H 2.42209 0.40032 8.96499 0.1 0.0 -0.1
H 4.16340 0.82028 9.06826 -0.1 -0.1 -0.1
C 8.73647 -2.31184 -2.99488 0.3 0.0 0.1
N 7.71380 -2.30865 -4.07108 0.1 0.0 0.1
O 8.09939 -2.41440 -5.21397 0.0 0.0 -0.3
O 6.55877 -2.20058 -3.72757 -0.1 0.0 0.0
H 9.71715 -2.41502 -3.44804 -0.1 0.0 -0.1
H 8.65272 -1.36817 -2.46029 -0.1 -0.1 0.1
H 8.52063 -3.15379 -2.34187 -0.1 0.1 0.0
C 5.78875 -4.60744 -6.59178 -0.2 0.2 -0.1
N 6.74220 -5.74141 -6.68729 -0.2 0.1 -0.1
O 6.64354 -6.48089 -7.64184 0.1 -0.1 -0.1
O 7.55807 -5.84802 -5.79768 0.1 0.0 0.1
H 5.12307 -4.63750 -7.44833 0.1 -0.1 0.0
H 5.23199 -4.72487 -5.66536 0.1 0.1 0.0
H 6.37227 -3.68957 -6.58578 0.0 -0.1 0.2
C -1.30194 0.65919 -9.34194 0.2 -0.2 -0.1
N -2.59565 0.78294 -8.62471 0.1 -0.1 -0.1
O -3.29094 -0.20378 -8.54829 -0.1 -0.1 0.1
O -2.86365 1.87078 -8.16262 0.0 0.2 -0.1
H -1.19801 -0.36116 -9.69669 -0.1 0.0 0.1
H -1.32078 1.35933 -10.17336 0.0 0.1 0.1
H -0.51214 0.90695 -8.63650 -0.1 0.1 0.0
C 5.01130 1.02485 1.59427 0.1 -0.2 0.1
N 4.18342 2.19748 1.96941 0.0 -0.2 0.1
O 3.82923 2.29115 3.12162 0.0 0.1 0.1
O 3.92349 2.98668 1.08477 0.0 0.2 -0.2
H 5.16705 0.41002 2.47530 -0.1 0.1 0.0
H 4.47144 0.47283 0.82884 0.0 0.0 0.0
H 5.95551 1.40487 1.21531 -0.1 0.0 0.0
```
Forces are in eV/Å.

* E_HOMO: -4.395 eV
* charge: -1
* gap between HOMO and LUMO: 5.47 eV

2.
Molecular formula: C4H11NO
Method: DFT, the ωB97M-V functional and the def2-TZVPD basis

Structure (XYZ):
```
17
Properties=species:S:1:pos:R:3:forces:R:3
C 0.77468 -0.20952 2.74566 -1.7 -2.7 -2.9
N 0.15946 0.54562 1.43949 -1.1 -4.4 1.1
C -0.14577 -0.45048 0.30667 0.6 -0.4 1.1
C 0.06296 0.02980 -1.18497 1.5 2.6 2.6
C -0.32695 -1.04315 -2.12546 -2.3 -2.3 1.9
O -0.47009 1.40648 -1.24563 0.3 -2.7 1.0
H 1.38193 -1.09674 2.34198 -1.5 0.9 0.1
H 1.57992 0.19988 3.22985 1.2 2.6 1.4
H -0.07069 -0.59292 3.44063 1.2 1.1 -1.4
H -0.71787 0.99413 1.66781 0.1 1.3 0.1
H -1.19678 -0.91650 0.37756 1.1 1.2 0.5
H 0.60100 -1.23246 0.56001 -0.7 0.2 -0.9
H 1.12565 0.20430 -1.07661 0.6 -0.1 -0.9
H -0.28308 -0.88438 -3.16401 0.8 0.6 -1.2
H -1.45538 -1.17083 -1.95050 1.4 -0.3 -0.2
H 0.19559 -2.05247 -1.84472 -0.9 2.0 -0.6
H -0.70537 1.51692 -2.14475 -0.6 0.7 -1.6
```
Forces are in eV/Å.

* relative energy (zero: lowest compared OMol25 entry of this formula, charge and spin): 317.62 kJ/mol
* E_HOMO (alpha / beta): -14.829 / -14.701 eV
* multiplicity: 2
* charge: +1
* gap between HOMO and LUMO (alpha / beta): 11.75 / 6.33 eV

Sequential largest force on an atom output: 1.6; 4.6 eV/Å